DFT (wB97M-V/def2-TZVPD) results for a gas-phase ion, C8H16O2P (charge -1) at a distorted geometry.

Each line ends with the Löwdin charge.
Atoms and positions in Å:
C  1.69  1.06  -0.98  -0.052
C  1.80  -0.11  -0.41  -0.414
C  1.68  -0.32  1.11  -0.213
C  0.45  -1.22  1.48  -0.201
C  -0.79  -0.30  1.28  -0.211
C  -1.46  -0.36  -0.11  -0.237
C  -2.58  0.66  -0.23  -0.279
C  -1.93  2.01  -0.38  -0.127
P  2.10  -1.60  -1.40  0.286
O  2.61  -2.72  -0.56  -0.436
O  0.81  -1.81  -2.09  -0.415
H  1.83  1.04  -2.07  0.051
H  1.80  2.03  -0.60  0.031
H  1.74  0.69  1.70  0.131
H  2.51  -1.05  1.32  0.095
H  0.58  -2.15  0.91  0.103
H  0.50  -1.46  2.52  0.081
H  -1.64  -0.66  1.98  0.119
H  -0.48  0.72  1.66  0.104
H  -1.85  -1.31  -0.23  0.081
H  -0.74  -0.27  -1.05  0.130
H  -3.24  0.45  -1.07  0.109
H  -2.99  0.69  0.72  0.064
H  -1.18  2.11  0.33  0.034
H  -1.72  2.15  -1.41  0.055
H  -2.74  2.83  -0.23  0.092
H  3.24  -1.09  -2.22  0.020

The value obtained for the energy relative to the best compared isomer or geometry (same formula, charge and spin) is 0.0 kJ/mol. As for the HOMO energy: -4.848 eV. The HOMO-LUMO gap is 8.4 eV. As for the spin multiplicity: 1. Its charge is -1. The LUMO energy comes out at 3.58 eV. Its structure (SMILES) is C=C(CCCCCC)[P@@H](=O)[O-]. The total energy comes out at -21940.5063 eV.